[1]
{"formula": "C18H21BrN2O9P2Sc", "method": "ωB97M-V/def2-TZVPD", "total_charge": 1, "spin_multiplicity": 1, "lumo_ev": -3.82, "fmax_ev_per_a": 0.489, "elements": ["Sc", "O", "C", "C", "C", "C", "C", "C", "C", "O", "N", "N", "C", "C", "Br", "C", "C", "C", "C", "C", "C", "C", "H", "H", "H", "H", "H", "H", "H", "H", "H", "H", "H", "H", "H", "H", "C", "C", "O", "P", "O", "O", "O", "P", "O", "O", "O", "H", "H", "H", "H", "H", "H", "H"], "xyz": [[-0.34, -0.15, -0.28], [-1.17, -5.32, -1.52], [-0.96, -4.72, -2.72], [-1.12, -5.49, -3.86], [-0.92, -4.93, -5.11], [-0.56, -3.60, -5.24], [-0.40, -2.83, -4.10], [-0.60, -3.37, -2.84], [-0.50, -2.51, -1.61], [-0.15, -1.18, -1.88], [0.44, -3.10, -0.64], [0.70, -2.15, 0.35], [1.60, -2.42, 1.21], [2.01, -1.48, 2.23], [1.39, 0.31, 1.97], [2.82, -1.75, 3.26], [3.30, -3.07, 3.65], [2.47, -4.20, 3.63], [2.97, -5.44, 4.01], [4.29, -5.56, 4.40], [5.11, -4.44, 4.44], [4.62, -3.20, 4.09], [-0.78, -4.80, -0.81], [-1.40, -6.53, -3.74], [-1.05, -5.55, -5.99], [-0.40, -3.17, -6.21], [-0.13, -1.78, -4.17], [-1.48, -2.51, -1.09], [1.30, -3.40, -1.10], [2.14, -3.37, 1.19], [3.16, -0.91, 3.87], [1.42, -4.10, 3.39], [2.32, -6.30, 4.01], [4.68, -6.53, 4.69], [6.14, -4.54, 4.76], [5.26, -2.33, 4.13], [-4.09, 3.21, 0.14], [-3.04, 2.31, -0.50], [-2.99, 2.53, -1.91], [-1.36, 2.85, -0.05], [-1.26, 3.03, 1.51], [-1.17, 4.31, -0.59], [-0.30, 1.91, -0.56], [-3.39, 0.52, -0.05], [-3.23, -0.18, -1.51], [-4.71, 0.35, 0.54], [-2.11, 0.04, 0.67], [-3.93, 4.24, -0.16], [-4.08, 3.12, 1.22], [-5.07, 2.89, -0.21], [-3.02, 1.68, -2.37], [-1.10, 3.93, 1.84], [-1.25, 4.42, -1.55], [-4.05, -0.60, -1.80]]}


[2]
{"formula": "C18H21BrN7O2Re", "method": "ωB97M-V/def2-TZVPD", "s_squared": 3.807, "total_charge": 3, "spin_multiplicity": 4, "lumo_ev": [-8.82, -11.14], "fmax_ev_per_a": 0.570, "elements": ["Re", "O", "C", "C", "C", "C", "C", "C", "C", "O", "N", "N", "C", "C", "Br", "C", "C", "C", "C", "C", "C", "C", "H", "H", "H", "H", "H", "H", "H", "H", "H", "H", "H", "H", "H", "H", "N", "H", "H", "H", "N", "C", "N", "N", "C", "N", "H", "H", "H", "H"], "xyz": [[0.71, -0.30, 0.29], [2.13, 3.30, -1.25], [1.74, 4.20, -0.41], [1.97, 5.56, -0.78], [1.65, 6.56, 0.09], [1.10, 6.22, 1.35], [0.85, 4.87, 1.71], [1.12, 3.85, 0.86], [0.76, 2.42, 1.24], [1.51, 1.44, 0.51], [-0.64, 2.19, 0.96], [-0.96, 0.90, 0.57], [-2.20, 0.57, 0.37], [-2.56, -0.65, -0.28], [-1.07, -1.47, -1.18], [-3.82, -1.13, -0.31], [-4.46, -2.27, -0.93], [-5.74, -2.59, -0.44], [-6.44, -3.67, -0.95], [-5.88, -4.43, -1.97], [-4.63, -4.10, -2.49], [-3.92, -3.04, -1.97], [2.02, 2.40, -0.84], [2.42, 5.76, -1.74], [1.82, 7.59, -0.16], [0.86, 7.01, 2.05], [0.43, 4.66, 2.69], [1.00, 2.28, 2.29], [-1.35, 2.90, 0.98], [-2.99, 1.25, 0.65], [-4.50, -0.52, 0.28], [-6.18, -1.98, 0.34], [-7.42, -3.91, -0.56], [-6.42, -5.26, -2.37], [-4.22, -4.68, -3.30], [-2.97, -2.78, -2.43], [0.25, -2.00, 1.53], [0.80, -1.98, 2.39], [0.47, -2.88, 1.06], [-0.73, -2.05, 1.81], [7.04, -2.13, 0.50], [5.83, -2.41, 0.06], [5.54, -3.62, -0.39], [4.93, -1.42, 0.09], [3.69, -1.33, 0.03], [2.52, -1.16, 0.01], [7.80, -2.80, 0.46], [7.24, -1.20, 0.83], [6.23, -4.35, -0.44], [4.65, -3.81, -0.82]]}


[3]
{"formula": "C18H21ClFN3O3", "method": "ωB97M-V/def2-TZVPD", "de_lowest_kcal_mol": 395.8, "total_charge": 0, "smiles": "Cc1onc(-c2c(F)cccc2Cl)c1C(=O)NCCCN1CCOCC1", "spin_multiplicity": 1, "lumo_ev": -0.61, "fmax_ev_per_a": 17.890, "elements": ["C", "C", "C", "C", "N", "O", "C", "C", "C", "C", "C", "C", "Cl", "H", "H", "H", "F", "C", "O", "N", "H", "C", "C", "H", "H", "C", "N", "C", "C", "O", "C", "C", "H", "H", "H", "H", "H", "H", "H", "H", "H", "H", "H", "H", "H", "H", "H"], "xyz": [[-4.71, -2.35, 0.40], [-3.81, -1.13, 0.15], [-2.47, -0.83, -0.14], [-2.45, 0.47, -0.17], [-3.64, 0.88, -0.06], [-4.62, -0.01, 0.33], [-1.40, 1.17, -0.29], [-0.76, 1.26, -1.85], [0.32, 2.01, -2.16], [0.98, 2.77, -1.12], [0.34, 3.09, 0.18], [-0.82, 2.24, 0.38], [-1.34, 2.03, 1.96], [0.86, 3.62, 0.94], [1.80, 3.39, -1.49], [0.71, 1.88, -2.94], [-1.26, 0.28, -2.59], [-1.64, -2.03, -0.22], [-1.79, -3.01, -0.67], [-0.37, -1.50, 0.01], [-0.22, -0.61, 0.11], [0.70, -2.30, -0.10], [1.53, -2.51, 1.14], [1.16, -1.81, 1.96], [1.26, -3.42, 1.26], [3.14, -2.55, 0.89], [3.47, -1.47, 0.34], [4.74, -1.17, -0.42], [4.84, -0.01, -0.96], [4.99, 1.03, -0.06], [3.78, 1.21, 0.58], [3.50, -0.26, 1.21], [2.62, -0.14, 1.91], [4.33, -0.54, 2.04], [3.86, 1.84, 1.36], [2.96, 1.51, 0.01], [5.90, 0.05, -1.77], [4.10, 0.22, -1.52], [4.63, -2.07, -1.14], [5.45, -1.42, 0.37], [3.64, -2.85, 2.02], [3.21, -3.28, 0.43], [1.42, -1.95, -0.91], [0.43, -3.47, -0.67], [-5.21, -2.39, 1.27], [-5.47, -2.39, -0.35], [-4.05, -3.31, 0.09]]}


[4]
{"formula": "C18H21ClFN5O8RuS", "method": "ωB97M-V/def2-TZVPD", "de_lowest_kcal_mol": 0.0, "total_charge": 2, "spin_multiplicity": 1, "lumo_ev": [-8.29, -8.35], "fmax_ev_per_a": 2.712, "elements": ["Ru", "Cl", "C", "C", "C", "C", "C", "C", "C", "O", "O", "H", "H", "H", "H", "F", "C", "C", "N", "C", "C", "O", "O", "C", "O", "N", "C", "O", "H", "H", "H", "H", "C", "N", "C", "S", "N", "C", "H", "H", "H", "H", "H", "H", "H", "H", "N", "C", "C", "O", "O", "H", "H", "H", "H", "H"], "xyz": [[-0.92, -1.30, -0.28], [-3.89, -1.68, 7.53], [-3.40, -1.63, 5.88], [-3.68, -0.50, 5.12], [-3.28, -0.47, 3.80], [-2.59, -1.55, 3.25], [-2.32, -2.69, 4.02], [-2.73, -2.73, 5.34], [-2.16, -1.49, 1.87], [-2.52, -0.62, 1.03], [-1.33, -2.35, 1.38], [-4.20, 0.33, 5.57], [-3.49, 0.40, 3.19], [-1.80, -3.53, 3.59], [-2.54, -3.60, 5.95], [0.57, 4.86, -3.60], [0.83, 3.58, -3.83], [-0.12, 2.66, -3.80], [0.16, 1.31, -4.05], [-0.87, 0.32, -3.96], [-1.06, -0.18, -2.56], [-2.17, -0.51, -2.08], [-0.05, -0.33, -1.79], [1.45, 0.87, -4.30], [1.71, -0.31, -4.47], [2.40, 1.86, -4.33], [2.23, 3.23, -4.10], [3.16, 3.99, -4.12], [-1.15, 2.91, -3.60], [-0.54, -0.55, -4.55], [-1.82, 0.68, -4.36], [3.34, 1.56, -4.56], [-5.38, -2.76, -1.57], [-3.93, -2.68, -1.33], [-3.02, -3.62, -1.43], [-1.28, -3.21, -1.45], [-3.24, -4.92, -1.55], [-4.48, -5.69, -1.37], [-5.68, -1.82, -2.03], [-5.93, -2.89, -0.64], [-5.62, -3.57, -2.26], [-3.57, -1.75, -1.24], [-2.41, -5.47, -1.71], [-4.94, -5.90, -2.33], [-5.16, -5.15, -0.73], [-4.21, -6.62, -0.89], [3.29, -0.83, 1.83], [2.25, 0.25, 1.62], [1.03, -0.37, 0.98], [-0.01, 0.29, 0.83], [1.09, -1.57, 0.57], [3.39, -1.08, 2.81], [4.20, -0.55, 1.47], [2.97, -1.67, 1.31], [2.65, 1.00, 0.95], [1.99, 0.72, 2.57]]}